Below is a molecular structure, C41H36BrGe2N2O2S4SbTi, with properties calculated with ωB97M-V/def2-TZVPD.

ORCA input file:
```
! wB97M-V def2-TZVPD RIJCOSX def2/J DEFGRID3
* xyz -2 1
Ti 0.907 0.660 0.929
S -0.237 4.958 2.834
C 0.742 4.238 4.068
C 1.038 4.734 5.331
C 1.851 3.975 6.154
C 2.359 2.751 5.711
C 2.066 2.261 4.453
C 1.241 3.008 3.615
N 0.842 2.666 2.331
C 0.087 3.578 1.808
C -0.476 3.446 0.471
C -1.138 4.505 -0.153
C -1.598 4.351 -1.446
C -1.391 3.137 -2.097
C -0.749 2.093 -1.449
C -0.274 2.203 -0.137
H 0.640 5.686 5.656
H 2.095 4.336 7.145
H 2.996 2.170 6.365
H 2.473 1.325 4.094
H -1.269 5.450 0.365
H -2.109 5.165 -1.947
H -1.752 3.001 -3.110
H -0.648 1.151 -1.976
S 1.001 -3.574 2.762
Sb 1.065 -1.422 3.565
S -0.775 -0.035 2.511
S 2.729 -0.321 2.167
C -3.369 -4.047 -1.425
Ge -1.469 -3.455 -1.393
C -0.455 -5.087 -0.901
C -1.031 -3.177 -3.302
Ge -1.400 -1.575 0.259
C -2.453 -2.571 1.633
C -3.608 -1.967 2.130
C -4.485 -2.657 2.953
C -4.219 -3.973 3.303
C -3.076 -4.586 2.816
C -2.206 -3.893 1.984
C -2.690 -0.237 -0.452
C -3.139 -0.372 -1.764
C -4.033 0.531 -2.328
C -4.502 1.598 -1.580
C -4.066 1.755 -0.272
C -3.172 0.851 0.279
H -3.489 -4.869 -2.134
H -4.031 -3.232 -1.719
H -3.673 -4.387 -0.435
H 0.240 -5.327 -1.708
H -1.144 -5.923 -0.767
H 0.122 -4.955 0.013
H -1.138 -4.135 -3.818
H -0.008 -2.825 -3.421
H -1.702 -2.457 -3.775
H -3.828 -0.938 1.877
H -5.374 -2.161 3.327
H -4.895 -4.514 3.956
H -2.845 -5.608 3.092
H -1.310 -4.383 1.635
H -2.776 -1.196 -2.371
H -4.356 0.402 -3.355
H -5.190 2.313 -2.016
H -4.404 2.600 0.316
H -2.818 1.012 1.290
Br 6.274 -0.640 -3.152
C 5.560 1.073 -2.719
C 6.093 2.184 -3.351
C 5.592 3.438 -3.030
C 4.580 3.565 -2.093
C 4.049 2.439 -1.477
C 4.540 1.175 -1.790
C 2.943 2.615 -0.448
O 2.676 3.738 -0.043
O 2.352 1.522 -0.143
H 6.888 2.069 -4.076
H 6.002 4.315 -3.516
H 4.177 4.529 -1.813
H 4.124 0.303 -1.302
N 0.328 -0.829 -0.071
C 1.178 -1.443 -1.014
C 1.725 -2.703 -0.761
C 2.559 -3.307 -1.687
C 2.890 -2.662 -2.873
C 2.379 -1.394 -3.116
C 1.529 -0.793 -2.201
H 1.513 -3.171 0.195
H 2.971 -4.285 -1.468
H 3.558 -3.128 -3.587
H 2.650 -0.864 -4.023
H 1.146 0.202 -2.386
*
```

For the LUMO energy, the calculation gives 0.14260 Eh. Its orbital gap is 5.7 eV. The calculation puts the energy relative to the best compared isomer or geometry (same formula, charge and spin) at 9.05 kcal/mol. The value obtained for the HOMO energy is -1.853 eV. The value obtained for the total energy is -306253.3213 eV.

---

Below is a molecular structure, C41H36F15HgN2O4PS2Se, with properties calculated with ωB97M-V/def2-TZVPD.

ORCA input file:
```
! wB97M-V def2-TZVPD RIJCOSX def2/J DEFGRID3
* xyz -1 2
Hg 1.838 1.292 -0.599
F 2.261 6.430 0.147
C 0.943 6.246 0.100
F 0.470 6.878 -0.976
F 0.401 6.805 1.186
S 0.513 4.447 0.011
O 0.901 4.049 -1.317
O 1.132 3.830 1.142
N -1.075 4.610 0.174
S -1.882 3.464 -0.535
O -3.273 3.503 -0.194
O -1.236 2.166 -0.418
C -1.848 3.925 -2.371
F -1.232 3.012 -3.117
F -3.114 4.031 -2.805
F -1.277 5.109 -2.575
F -4.216 -0.693 5.995
C -5.077 -0.309 5.019
F -5.513 0.914 5.364
F -6.130 -1.144 5.096
C -4.422 -0.334 3.674
C -3.602 0.716 3.285
C -2.953 0.663 2.064
C -3.105 -0.436 1.215
C -3.961 -1.464 1.608
C -4.610 -1.421 2.832
P -2.093 -0.462 -0.330
C -3.320 0.189 -1.536
C -2.897 0.308 -2.860
C -3.750 0.777 -3.844
C -5.029 1.177 -3.497
C -5.442 1.133 -2.174
C -4.595 0.634 -1.199
C -5.993 1.661 -4.532
F -6.987 0.757 -4.733
F -6.602 2.809 -4.179
F -5.422 1.866 -5.731
C -2.208 -2.262 -0.764
C -1.684 -3.158 0.173
C -1.487 -4.492 -0.127
C -1.809 -4.962 -1.391
C -2.322 -4.094 -2.344
C -2.519 -2.757 -2.031
C -1.660 -6.408 -1.733
F -1.011 -7.107 -0.783
F -0.991 -6.599 -2.889
F -2.863 -7.010 -1.895
H -3.481 1.574 3.935
H -2.320 1.484 1.747
H -4.122 -2.312 0.955
H -5.273 -2.222 3.129
H -1.874 0.049 -3.114
H -3.408 0.869 -4.866
H -6.424 1.504 -1.904
H -4.928 0.611 -0.171
H -1.432 -2.794 1.164
H -1.058 -5.166 0.602
H -2.551 -4.460 -3.337
H -2.924 -2.096 -2.782
C 8.944 1.318 -1.704
C 7.701 1.358 -0.850
C 7.177 0.204 -0.288
C 6.039 0.224 0.515
C 5.480 -1.074 1.025
C 5.409 1.451 0.785
Se 3.928 1.563 1.997
C 5.893 2.624 0.176
C 5.171 3.932 0.321
C 7.031 2.553 -0.622
H 9.205 0.288 -1.952
H 9.795 1.765 -1.183
H 8.800 1.870 -2.635
H 7.672 -0.747 -0.475
H 6.155 -1.901 0.794
H 4.515 -1.267 0.550
H 5.324 -1.028 2.105
H 4.227 3.905 -0.230
H 5.776 4.757 -0.061
H 4.916 4.128 1.362
H 7.410 3.462 -1.081
C 0.257 0.113 2.418
N 1.117 -0.962 2.987
C 0.311 -2.098 3.484
C 2.179 -1.410 2.006
C 1.676 -2.102 0.774
C 1.791 -3.494 0.679
C 1.412 -4.152 -0.480
C 0.902 -3.417 -1.544
C 0.760 -2.040 -1.431
C 1.147 -1.360 -0.281
H -0.534 0.359 3.124
H -0.159 -0.223 1.472
H 0.867 0.996 2.225
H 1.627 -0.545 3.765
H -0.173 -2.572 2.634
H -0.445 -1.744 4.183
H 0.959 -2.821 3.974
H 2.868 -2.053 2.555
H 2.708 -0.494 1.727
H 2.220 -4.060 1.501
H 1.524 -5.226 -0.561
H 0.617 -3.919 -2.463
H 0.341 -1.483 -2.264
*
```

For the LUMO energy (spin up / spin down), the calculation gives 0.05949 / 0.04713 Eh. Its orbital gap (spin up / spin down) is 5.6 / 5.3 eV. The value obtained for the HOMO energy (spin up / spin down) is -3.952 / -4.034 eV. The value obtained for the total energy is -195515.7645 eV.

---

Below is a molecular structure, C41H36F3N6O4TeZr, with properties calculated with ωB97M-V/def2-TZVPD.

ORCA input file:
```
! wB97M-V def2-TZVPD RIJCOSX def2/J DEFGRID3
* xyz 1 1
Zr -0.155 -0.845 -1.351
C -1.386 1.338 5.490
C -1.306 0.665 4.144
C -2.004 -0.497 3.860
C -1.923 -1.149 2.627
C -2.723 -2.414 2.480
O -3.841 -2.464 2.942
C -2.126 -3.582 1.763
C -2.974 -4.609 1.356
C -2.470 -5.694 0.654
C -1.111 -5.760 0.364
C -0.255 -4.757 0.802
C -0.759 -3.674 1.504
C -1.176 -0.575 1.606
O -1.092 -1.088 0.347
C -0.487 0.616 1.886
C -0.516 1.205 3.132
C 0.359 1.001 0.730
N -0.144 1.412 -0.410
C -1.445 2.112 -0.304
C -1.382 3.392 0.550
Te 0.280 4.699 0.087
C 1.169 4.270 1.961
C 2.351 3.536 2.029
C 2.873 3.167 3.266
C 2.216 3.528 4.435
C 1.042 4.271 4.369
C 0.520 4.646 3.136
C 1.680 0.453 0.765
C 2.647 0.603 -0.395
C 4.090 0.515 -0.132
C 4.498 -0.412 0.724
C 3.468 -1.219 1.382
C 2.135 -0.641 1.718
H -2.024 0.781 6.175
H -1.789 2.347 5.392
H -0.395 1.424 5.940
H -2.634 -0.951 4.617
H -4.027 -4.539 1.600
H -3.133 -6.490 0.338
H -0.715 -6.596 -0.203
H 0.809 -4.822 0.604
H -0.079 -2.909 1.860
H 0.070 2.104 3.316
H -2.213 1.449 0.104
H -1.735 2.402 -1.303
H -1.243 3.135 1.598
H -2.307 3.960 0.457
H 2.865 3.250 1.118
H 3.792 2.594 3.312
H 2.623 3.242 5.398
H 0.535 4.568 5.280
H -0.389 5.235 3.092
H 2.308 1.344 -1.106
H 4.767 1.171 -0.667
H 5.540 -0.605 0.948
H 3.800 -1.996 2.056
H 1.656 -0.843 2.668
N 1.471 -0.121 -3.179
C 1.070 0.984 -3.981
C 1.934 1.698 -4.760
C 1.475 2.775 -5.547
C 0.156 3.112 -5.542
C -0.755 2.395 -4.730
C -2.129 2.709 -4.680
C -2.945 1.997 -3.854
C -2.395 0.978 -3.067
N -1.124 0.619 -3.093
C -0.294 1.328 -3.933
H 2.473 -0.208 -3.144
H 1.115 -0.991 -3.579
H 2.983 1.421 -4.783
H 2.178 3.317 -6.167
H -0.216 3.924 -6.157
H -2.515 3.517 -5.292
H -4.002 2.212 -3.778
H -3.025 0.443 -2.379
F 2.505 -4.327 -3.705
C 2.036 -3.892 -2.532
F 2.296 -4.799 -1.599
F 2.719 -2.774 -2.225
C 0.495 -3.655 -2.662
O -0.201 -4.627 -2.701
O 0.134 -2.389 -2.765
N 2.226 -1.669 0.645
C 1.812 -0.653 -0.371
N -2.007 -2.765 -1.394
N -2.770 -1.718 -2.007
H -2.124 -3.651 -1.865
H -2.321 -2.865 -0.439
H -3.760 -1.840 -1.841
H -2.630 -1.792 -3.005
*
```

For the LUMO energy, the calculation gives -0.12457 Eh. Its orbital gap is 6.8 eV. The calculation puts the energy relative to the best compared isomer or geometry (same formula, charge and spin) at 128.38 kcal/mol. The value obtained for the HOMO energy is -10.194 eV. The value obtained for the total energy is -76952.7657 eV.